[1]
Computed, not measured: a molecular structure, C32H50N3O11P2SV, with ωB97M-V/def2-TZVPD.

```
100
Properties=species:S:1:pos:R:3:forces:R:3
V -0.435233 0.972517 0.484860 1.575 -0.019 -0.402
O 1.692096 4.497965 2.512362 0.092 -0.052 -0.307
C 1.048756 3.462739 1.993128 -0.239 0.086 0.485
O 1.167842 3.019662 0.885776 0.104 -0.134 -0.104
C 0.096143 2.830194 2.966693 0.152 0.041 -0.148
C -0.076559 3.272363 4.269632 0.144 0.191 0.005
C -0.944663 2.590822 5.096013 -0.132 -0.074 0.149
C -1.601179 1.474434 4.592885 -0.150 0.027 0.374
C -1.366743 1.115662 3.289756 -0.309 -0.493 -0.426
N -0.545726 1.779066 2.471379 -0.028 0.135 0.699
C -1.971064 -0.055756 2.572900 0.368 0.671 0.119
O -2.795737 -0.894966 3.106598 -0.463 -0.245 0.547
O -1.644738 -0.220190 1.407201 -1.270 -1.085 0.697
H 2.304841 4.854653 1.844604 -0.052 0.020 0.098
H 0.472403 4.138778 4.613481 -0.028 -0.041 -0.015
H -1.108030 2.917345 6.114955 0.004 -0.033 -0.035
H -2.282923 0.909688 5.220172 0.061 0.073 -0.010
H -3.036302 -0.673352 4.019050 0.012 -0.066 -0.044
C -1.442486 5.705577 -3.483042 0.044 0.025 -0.005
C -2.546061 4.672706 -3.314094 0.005 0.049 0.190
N -2.653184 4.153131 -1.931534 0.030 0.151 0.015
C -3.486040 4.922587 -0.990630 0.038 -0.091 -0.107
C -2.684635 5.908760 -0.153456 0.051 0.034 0.011
C -1.962585 3.087112 -1.559694 0.041 0.000 -0.217
S -2.218183 2.450074 0.045806 -0.362 0.219 -0.221
N -1.182763 2.526725 -2.518666 -0.447 0.054 0.122
C -0.168015 1.770994 -2.244288 0.139 0.014 0.443
O 0.278867 1.584059 -1.032681 0.950 0.644 -2.135
C 0.564083 1.104238 -3.337707 -0.024 0.084 0.098
C 0.117510 1.209689 -4.652965 -0.016 -0.013 -0.143
C 0.801727 0.558977 -5.667319 -0.050 0.042 0.011
C 1.940408 -0.183142 -5.372420 0.007 -0.018 -0.057
C 2.389873 -0.282488 -4.062749 -0.019 0.023 0.031
C 1.698164 0.355038 -3.045023 0.123 -0.088 -0.014
H -1.288492 5.898665 -4.545487 -0.015 0.016 0.040
H -0.503002 5.335968 -3.067572 -0.035 0.001 -0.041
H -1.690573 6.654351 -3.006673 0.023 -0.046 0.007
H -2.369204 3.829276 -3.967161 0.003 -0.121 -0.045
H -3.518818 5.094416 -3.557001 -0.033 0.033 -0.015
H -4.015242 4.223803 -0.347965 -0.049 -0.041 -0.002
H -4.228287 5.441613 -1.592518 -0.024 0.028 0.001
H -1.917520 5.384863 0.420053 -0.032 0.034 -0.010
H -3.348891 6.420251 0.546159 0.039 -0.037 -0.049
H -2.201008 6.663623 -0.774056 -0.029 -0.047 0.038
H -0.762628 1.802232 -4.869391 0.049 -0.042 0.006
H 0.455199 0.638111 -6.690560 0.022 -0.004 0.055
H 2.482285 -0.679064 -6.170054 -0.040 0.035 0.049
H 3.284601 -0.850261 -3.837190 -0.032 0.014 -0.005
H 2.030321 0.276624 -2.019623 0.005 -0.004 0.017
C 4.545670 -2.789998 2.680242 0.058 -0.108 0.009
C 3.699716 -1.734838 2.016869 -0.033 -0.021 -0.008
C 4.270635 -1.214155 0.721917 0.074 -0.029 -0.119
O 2.390324 -2.381042 1.719773 0.155 0.107 0.073
P 1.047161 -1.596764 1.785405 0.289 0.274 -0.163
O 1.144677 -0.189891 1.261817 -0.372 -0.310 0.148
C -0.080359 -2.680696 0.895367 0.007 0.085 0.006
P -0.398404 -2.154194 -0.806813 0.310 0.355 0.035
O -0.649939 -0.688154 -0.904739 -0.181 -0.180 0.395
O 0.881494 -2.531454 -1.610044 0.141 -0.142 -0.097
C 1.312642 -3.925343 -1.867441 -0.081 0.142 -0.013
C 1.308772 -4.124406 -3.360417 0.054 -0.039 -0.129
C 2.669181 -4.103731 -1.233708 0.133 -0.006 0.078
O -1.566673 -3.071279 -1.244839 -0.333 -0.137 -0.126
C -2.778604 -2.654818 -2.005850 0.125 0.045 -0.014
C -3.687303 -1.869467 -1.094923 -0.092 0.093 0.082
C -2.395722 -1.924137 -3.274253 0.070 0.150 0.040
O 0.570034 -1.521252 3.286089 -0.098 -0.075 0.118
C 0.700427 -2.661685 4.225807 0.031 0.111 -0.076
C -0.682405 -3.128868 4.607167 -0.134 -0.002 0.060
C 1.519936 -2.171667 5.393057 0.028 0.048 0.105
H 5.525404 -2.373718 2.920536 -0.045 -0.023 -0.010
H 4.688185 -3.637377 2.006568 0.012 0.034 0.033
H 4.090677 -3.151023 3.603842 0.010 0.026 -0.032
H 3.511633 -0.909829 2.706105 -0.110 0.030 0.029
H 4.465592 -2.041423 0.034828 0.000 0.084 0.060
H 5.215324 -0.707294 0.926586 -0.026 -0.021 -0.025
H 3.593054 -0.505172 0.245994 0.013 -0.011 0.030
H -1.041024 -2.707188 1.408529 0.010 -0.055 0.040
H 0.356885 -3.681420 0.887115 -0.094 -0.047 0.036
H 0.588911 -4.601931 -1.410047 -0.115 0.048 0.092
H 1.979675 -3.406465 -3.835710 -0.031 -0.034 0.005
H 0.309553 -4.000683 -3.776270 -0.002 0.013 0.020
H 1.650793 -5.134721 -3.593741 -0.001 0.056 -0.002
H 3.410933 -3.489414 -1.749639 -0.036 -0.023 0.028
H 2.971007 -5.149250 -1.314427 0.018 0.037 -0.023
H 2.660565 -3.825952 -0.176150 -0.023 -0.077 -0.160
H -3.234138 -3.608972 -2.245528 0.038 -0.161 -0.035
H -3.207451 -0.946223 -0.766449 -0.028 -0.005 -0.042
H -3.979869 -2.458636 -0.223830 0.022 0.017 -0.039
H -4.591277 -1.606007 -1.646363 -0.004 -0.014 0.037
H -2.064810 -0.903164 -3.063388 -0.032 -0.100 -0.013
H -3.267287 -1.878202 -3.926860 -0.006 0.019 -0.010
H -1.601546 -2.442835 -3.810596 -0.017 -0.050 -0.012
H 1.236317 -3.461053 3.714770 0.025 -0.004 -0.145
H -1.184304 -2.381988 5.230853 0.036 -0.051 -0.061
H -0.603437 -4.047959 5.189508 -0.023 0.042 0.008
H -1.301678 -3.339175 3.732057 0.076 0.000 0.065
H 0.992807 -1.371162 5.918311 0.041 -0.042 -0.022
H 2.490166 -1.793822 5.066168 -0.048 -0.040 0.006
H 1.689477 -2.990233 6.094800 -0.014 0.043 -0.017
```
Positions in Å, forces in eV/Å.

Properties
2S+1 ... 3
M ... 797.72 g mol⁻¹
LUMO level (spin up / spin down) ... -6.31 / -6.39 eV
⟨S²⟩ ... 2.01
Energy relative to the best compared isomer or geometry (same formula, charge and spin) ... 0.690 eV
Total charge ... +2
Gap between HOMO and LUMO (spin up / spin down) ... 6.89 / 6.83 eV
DFT total energy ... -4266.11268 a.u.

***

[2]
Computed, not measured: a molecular structure, C32H50P2Ru, with ωB97M-V/def2-TZVPD.

```
85
Properties=species:S:1:pos:R:3:forces:R:3
Ru 1.287178 0.260310 -1.591250 -2.679 1.140 1.297
C 1.999720 1.924244 1.035548 -1.641 0.339 0.341
C 2.423765 2.226881 -0.271545 -0.793 0.508 -0.193
C 0.088352 2.227646 -0.234981 1.294 0.827 -2.213
C 0.570264 1.936767 1.056297 1.968 -0.307 1.778
C 1.234063 2.322832 -1.151233 -1.292 1.052 1.469
C 2.923555 1.735608 2.187666 0.183 -0.200 0.254
H 3.855822 1.254496 1.859394 -0.201 0.072 0.128
H 2.472556 1.108932 2.968350 0.143 0.168 -0.176
H 3.206624 2.695137 2.648946 -0.121 -0.232 -0.122
C -0.284075 1.712737 2.258264 -0.024 -0.086 -0.047
H 0.298962 1.320768 3.099471 -0.176 0.051 -0.223
H -1.074506 0.997623 1.993219 0.244 0.068 0.228
H -0.770964 2.638293 2.598103 0.123 -0.078 -0.141
C -1.266150 2.689475 -0.610009 -0.430 0.005 -0.089
H -1.475972 3.683102 -0.176711 0.127 -0.285 -0.025
H -2.039126 1.994214 -0.267599 0.162 0.175 -0.018
H -1.353760 2.784361 -1.697592 -0.065 -0.028 0.277
C 1.215698 3.141503 -2.402570 0.005 -0.022 -0.362
H 1.909851 3.982220 -2.320179 -0.092 0.007 -0.144
H 0.213002 3.536926 -2.583688 0.254 0.005 -0.108
H 1.505833 2.516450 -3.255676 -0.045 0.485 -0.086
C 3.776281 2.689728 -0.664787 0.267 -0.061 -0.280
H 4.014855 3.643266 -0.154698 -0.095 -0.407 -0.146
H 3.821665 2.862304 -1.747941 0.112 -0.041 0.303
H 4.561021 1.965102 -0.393990 -0.211 0.251 0.023
C 1.246662 -1.707371 -0.835534 1.027 -0.447 2.143
C 2.303351 -0.881451 -0.282551 -0.089 -2.573 0.655
C 3.738010 -0.979490 -0.739950 0.540 0.119 0.013
C 4.006742 -0.429608 -2.167915 0.544 0.109 -0.149
C 2.795530 0.101183 -2.876745 -0.006 -0.422 -2.078
C 1.680977 -0.741321 -3.273891 1.449 -0.477 -2.196
C 1.835214 -2.252091 -3.229334 -0.263 -0.549 0.107
C 1.560863 -2.809394 -1.814437 -0.116 -0.224 -0.247
H 4.107300 -2.012019 -0.688541 -0.145 0.109 0.136
H 4.483811 -1.207457 -2.781360 0.031 0.233 0.088
H 4.344178 -0.391832 -0.037580 -0.052 -0.257 -0.094
H 2.421597 -3.399966 -1.457420 -0.216 0.235 -0.028
H 0.391219 -1.874306 -0.166252 0.320 0.272 -0.308
H 2.177376 -0.594679 0.758251 -0.225 0.139 -0.084
H 0.720499 -3.512917 -1.854178 0.129 0.152 0.087
H 1.113500 -2.707509 -3.928293 0.400 0.174 0.102
H 1.074517 -0.390704 -4.114707 0.290 0.107 0.059
H 2.847580 -2.568871 -3.546587 -0.471 0.323 -0.086
H 4.692894 0.427143 -2.104547 0.078 -0.487 -0.020
H 2.960733 0.958191 -3.539676 0.035 -0.027 0.423
P -0.212622 -2.018946 2.410298 0.321 0.617 -0.624
C -1.048403 -1.565899 3.973231 0.080 -0.228 -0.124
H -1.236309 -2.493516 4.523866 -0.071 0.294 0.286
H -1.993235 -1.061562 3.741909 0.136 -0.097 0.138
H -0.402682 -0.889870 4.541901 -0.176 -0.113 0.047
C -1.155486 -3.534158 1.986671 0.127 0.144 0.092
H -1.281137 -4.097291 2.915469 -0.131 -0.277 -0.236
H -0.595512 -4.119711 1.249299 -0.136 0.013 0.133
H -2.127173 -3.264171 1.568413 0.079 -0.100 0.057
C 1.325287 -2.811567 3.025318 -0.290 -0.112 0.205
H 1.867933 -3.253545 2.182397 -0.066 0.051 0.154
H 1.050833 -3.592852 3.743143 0.356 0.017 0.018
H 1.962313 -2.058536 3.500677 -0.047 -0.184 -0.007
P -2.683308 -0.969878 -2.191692 1.762 1.269 2.099
C -1.807239 0.241904 -3.209568 -0.230 -0.112 -0.639
H -1.599167 -0.162847 -4.208414 -0.099 0.280 0.112
H -0.844688 0.446544 -2.698417 -0.560 -0.131 -0.230
H -2.389214 1.162882 -3.278872 0.101 -0.035 -0.106
C -2.057889 -2.577224 -2.706515 -0.420 -0.488 -0.100
H -1.017890 -2.469267 -3.049903 -0.367 0.113 0.258
H -2.648777 -2.988115 -3.530200 0.051 -0.004 0.062
H -2.095541 -3.265444 -1.848233 0.032 0.225 -0.310
C -4.448965 -0.662447 -2.205256 -0.660 -0.366 -1.005
H -4.885745 -1.101660 -3.114707 -0.169 0.192 0.246
H -4.628699 0.424073 -2.221466 0.192 -0.388 0.091
H -4.933348 -1.097320 -1.324023 0.259 0.068 -0.129
C -1.959261 -0.627187 -0.611338 0.554 -0.476 -0.669
C -2.410896 -0.362290 0.541289 -0.479 -0.420 -0.009
C -3.474166 -0.161727 1.453614 0.047 0.121 -0.465
C -3.738457 1.153122 1.874455 -0.315 0.089 0.173
C -4.924190 1.447010 2.536494 0.079 -0.307 0.033
C -5.843542 0.419182 2.816054 0.256 -0.003 -0.118
C -5.542562 -0.909903 2.463941 0.347 0.174 0.102
C -4.348581 -1.209645 1.811828 -0.113 0.097 0.114
H -2.995824 1.918637 1.640500 -0.487 -0.092 0.134
H -5.102762 2.483493 2.828540 -0.176 -0.369 -0.003
H -6.779209 0.646244 3.320512 0.182 -0.039 -0.085
H -6.229456 -1.723865 2.703791 0.130 0.329 -0.017
H -4.059272 -2.229328 1.539496 -0.374 0.329 0.075
```
Positions in Å, forces in eV/Å.

Properties
2S+1 ... 6
M ... 597.77 g mol⁻¹
LUMO level (spin up / spin down) ... -2.14 / -5.14 eV
⟨S²⟩ ... 8.79
Total charge ... +1
Gap between HOMO and LUMO (spin up / spin down) ... 5.41 / 4.87 eV
DFT total energy ... -2026.40119 a.u.

***

[3]
Computed, not measured: 2 unconnected molecules or ions with the total composition C32H51FN2PS, with ωB97M-V/def2-TZVPD.

```
88
Properties=species:S:1:pos:R:3:forces:R:3
C 7.341601 -7.091391 -2.974170 -1.633 -0.297 -0.211
C 6.169191 -6.077707 -3.458320 -1.424 1.748 -0.679
C 5.536419 -5.102931 -2.386805 -1.575 0.131 -3.544
C 4.366699 -4.122682 -2.757405 1.469 -2.619 -3.512
C 3.859609 -4.132694 -4.239274 2.411 -2.460 0.219
C 2.650106 -3.232151 -4.768161 0.363 0.437 0.957
C 1.195791 -3.713282 -4.308836 -3.974 1.097 0.469
C 0.008031 -2.680708 -4.266061 0.876 -3.520 0.713
C 0.140242 -1.143521 -4.679872 -0.454 -0.393 0.102
C 0.136206 -0.115783 -3.443756 -0.070 1.174 -1.489
F 1.455502 0.030527 -2.831738 -2.143 -0.615 -0.655
C -1.444233 -3.160363 -3.796311 1.324 -3.997 0.729
C -1.750110 -4.630678 -3.368232 2.198 1.997 -1.178
C -0.614444 -5.717095 -3.430475 1.485 0.366 -0.265
N -0.624588 -7.117138 -3.118587 0.905 3.263 -1.135
S 0.935071 -7.800949 -3.409773 -1.983 5.982 -0.525
N 1.683066 -6.331818 -3.888921 -1.850 1.550 0.048
C 0.806547 -5.191260 -3.897770 0.060 -3.040 0.519
C 4.522742 -5.097998 -5.303565 1.224 -0.282 2.769
C 5.688465 -6.084538 -4.966971 -2.135 2.972 3.588
H 7.967143 -7.484952 -3.860377 -0.901 0.929 1.490
H 6.779607 -8.011503 -2.545970 1.023 1.400 -0.632
H 7.969203 -6.664336 -2.121181 -0.780 -0.454 -1.435
H 5.914493 -5.116509 -1.311244 -0.502 -0.062 -1.758
H 3.851635 -3.419376 -2.021412 0.997 -1.196 -1.011
H 2.802010 -2.178085 -4.305473 -0.360 -1.692 -0.722
H 2.725226 -3.061608 -5.913155 -0.240 -0.649 1.881
H -0.810454 -0.892200 -5.299113 1.486 -0.357 1.105
H 1.021309 -0.922916 -5.397284 -1.311 -0.469 1.459
H -0.097328 0.926948 -3.898605 0.530 -1.648 0.802
H -0.696477 -0.305983 -2.676354 1.648 -0.162 -0.861
H -2.332415 -2.423277 -3.746157 1.755 -1.262 -0.188
H -2.788562 -4.978008 -3.035923 1.668 0.848 -0.607
H 4.117798 -5.086304 -6.387405 0.696 0.056 2.065
H 6.149243 -6.788545 -5.747317 -0.815 1.290 1.412
C -1.937492 6.741904 1.225833 0.005 0.098 0.087
C -0.736366 5.815198 1.351209 -0.020 0.231 -0.164
C -0.846915 4.562606 0.483615 0.574 0.164 0.235
C -1.794239 3.473616 1.000431 -0.677 0.342 -0.881
P -1.225849 2.398069 2.302646 0.841 -0.345 -0.195
C 0.401242 1.776766 1.804824 0.556 0.182 0.044
C 0.623984 1.166132 0.419040 -0.100 -0.159 -0.465
C 0.089540 -0.243931 0.158886 -0.094 -0.142 -0.053
C 0.455464 -1.277617 1.213846 -0.050 -0.090 -0.029
C -2.254089 0.952337 2.411633 -0.794 -0.814 -0.207
C -3.745825 1.017573 2.727949 -0.583 0.040 0.149
C -4.149402 1.250295 4.178814 -0.103 0.165 0.235
C -3.374835 0.437393 5.210611 -0.103 0.087 -0.063
C -0.846115 3.180499 3.858156 0.543 0.454 1.171
C -1.847319 3.791747 4.838440 -0.617 -0.273 0.260
C -2.903844 4.744334 4.275573 -0.240 0.239 0.343
C -2.632563 6.205863 4.610434 -0.082 0.119 -0.157
H -2.872081 6.238732 1.484712 -0.024 0.056 0.001
H -1.819979 7.599309 1.893224 -0.111 -0.069 -0.090
H -2.028097 7.123217 0.205628 -0.015 -0.055 0.063
H -0.581329 5.551366 2.397867 0.014 -0.029 0.057
H 0.153915 6.373927 1.044081 -0.040 -0.133 0.040
H 0.155345 4.142929 0.360932 -0.065 -0.072 -0.103
H -1.174133 4.863372 -0.517451 -0.039 -0.136 0.116
H -1.997398 2.810877 0.149616 -0.017 -0.205 0.192
H -2.768684 3.901176 1.247262 0.016 -0.051 0.134
H 0.752001 1.089607 2.580048 -0.171 0.016 0.071
H 1.072111 2.641520 1.877158 -0.124 0.014 0.116
H 1.706482 1.137453 0.249996 -0.117 0.118 0.094
H 0.217396 1.834101 -0.347442 0.123 0.017 0.003
H 0.488538 -0.582496 -0.801883 0.014 0.155 0.157
H -0.994409 -0.221666 0.021785 -0.065 -0.016 0.028
H 1.539407 -1.409499 1.271266 -0.078 0.011 0.052
H 0.011142 -2.244127 0.960462 0.117 0.085 0.046
H 0.089317 -1.005302 2.206399 0.041 -0.050 0.024
H -1.764414 0.210144 3.048491 0.154 0.208 0.031
H -2.228028 0.521676 1.406800 0.390 0.120 -0.033
H -4.182443 0.058245 2.424402 0.214 0.107 -0.118
H -4.221052 1.777718 2.098055 -0.015 -0.095 0.005
H -5.214088 1.015741 4.284703 0.109 0.037 -0.115
H -4.073015 2.311632 4.404721 0.054 0.105 0.086
H -3.564496 -0.630800 5.085311 0.086 0.013 0.047
H -3.684027 0.725952 6.217174 0.021 -0.119 -0.046
H -2.297547 0.607742 5.143433 0.006 -0.045 0.050
H -0.078306 3.934010 3.659812 0.026 -0.110 -0.363
H -0.315863 2.409935 4.433683 0.076 -0.103 -0.266
H -1.275735 4.305673 5.619664 0.061 -0.038 -0.214
H -2.348251 2.982703 5.371652 0.047 -0.059 -0.087
H -3.877259 4.495909 4.711945 0.083 -0.063 -0.127
H -3.019634 4.622885 3.200172 0.022 -0.015 -0.102
H -2.712431 6.372420 5.687554 0.066 -0.022 -0.084
H -3.368326 6.848797 4.118601 0.147 0.007 0.091
H -1.634350 6.513149 4.290201 -0.031 0.054 0.014
```
Positions in Å, forces in eV/Å.

Properties
M ... 545.81 g mol⁻¹
LUMO level ... -2.60 eV
Energy relative to the best compared isomer or geometry (same formula, charge and spin) ... 10.640 eV
Total charge ... +1
Gap between HOMO and LUMO ... 6.87 eV
DFT total energy ... -2198.26911 a.u.